{"formula": "C9H19INO", "method": "the ωB97M-V functional and the def2-TZVPD basis", "elements": ["C", "C", "C", "C", "C", "C", "C", "C", "C", "N", "O", "I", "H", "H", "H", "H", "H", "H", "H", "H", "H", "H", "H", "H", "H", "H", "H", "H", "H", "H", "H"], "coordinates": [[-2.4726, -1.2541, 0.5628], [-1.2704, -2.3041, 0.4720], [-2.1962, -0.1513, -0.4131], [0.0642, -1.5189, 0.6468], [-0.9351, 0.6116, -0.0932], [1.2719, 2.8458, 0.4988], [0.4975, -0.6888, -1.5411], [1.7603, 1.6830, -0.3494], [1.4260, 0.5013, 0.4116], [0.2254, -0.2597, -0.0514], [2.7873, -1.0203, 0.1038], [4.6685, -0.5502, 0.0636], [-3.3972, -1.7601, 0.3135], [-2.3921, -0.8608, 1.7138], [-1.2798, -3.0074, 1.2077], [-1.2507, -2.7724, -0.5055], [-2.0375, -0.6686, -1.3661], [-2.9532, 0.5933, -0.4267], [0.1107, -1.2799, 1.7081], [0.9390, -2.1687, 0.5226], [-0.8419, 1.4598, -0.7563], [-1.1311, 1.1150, 0.8768], [0.1855, 3.0554, 0.5913], [1.6267, 2.7711, 1.4392], [1.6954, 3.7985, 0.1113], [-0.0271, 0.0265, -2.0288], [1.5624, -0.7440, -1.6452], [0.0236, -1.6694, -1.8897], [1.3300, 1.8669, -1.2541], [2.8786, 1.5495, -0.3923], [1.5799, 0.5513, 1.4403]], "e_above_lowest_kcal_mol": 52.25, "homo_lumo_gap_ev": 7.78, "mol_weight_g_mol": 284.2, "charge": 1, "e_tot_ha": -781.592671}

---

{"formula": "C9H19N2", "method": "the ωB97M-V functional and the def2-TZVPD basis", "elements": ["C", "C", "N", "C", "C", "C", "C", "C", "C", "N", "C", "H", "H", "H", "H", "H", "H", "H", "H", "H", "H", "H", "H", "H", "H", "H", "H", "H", "H", "H"], "coordinates": [[-3.1643, 0.7792, 0.5724], [-2.3718, 0.1067, -0.5858], [-1.1523, -0.4956, -0.2362], [-0.9515, -1.7281, -0.1007], [0.2989, -2.2940, 0.2923], [1.4570, -1.4072, 0.6630], [1.3939, 0.0588, 0.0034], [1.7123, 0.1243, -1.4885], [2.4946, 0.8209, 0.8018], [0.0347, 0.5905, 0.3495], [-0.2463, 1.9298, 0.0269], [-2.5870, 1.5338, 1.0479], [-4.1236, 1.1977, 0.1550], [-3.3178, -0.1136, 1.2287], [-2.2177, 0.9815, -1.3631], [-2.9909, -0.7253, -0.9645], [-1.6598, -2.4957, -0.4042], [0.2539, -3.1383, 1.0750], [0.5045, -2.8477, -0.7250], [1.3155, -1.2195, 1.7280], [2.3623, -1.8926, 0.2588], [1.9336, -0.8256, -1.9577], [2.6427, 0.8017, -1.5230], [0.8530, 0.6643, -1.9738], [2.7180, 1.7985, 0.4101], [3.4087, 0.0983, 0.7907], [2.1926, 0.9422, 1.7834], [0.5634, 2.4218, 0.7805], [-0.1287, 2.1047, -1.0109], [-1.2281, 2.2289, 0.3659]], "e_above_lowest_kcal_mol": 97.09, "homo_lumo_gap_ev": 9.92, "mol_weight_g_mol": 155.3, "charge": 1, "smiles": "CC[N+]1=CCCC(C)(C)N1C", "e_tot_ha": -463.469106}

---

{"formula": "C9H19N2O", "method": "the ωB97M-V functional and the def2-TZVPD basis", "elements": ["C", "C", "C", "C", "C", "O", "C", "C", "C", "N", "C", "N", "H", "H", "H", "H", "H", "H", "H", "H", "H", "H", "H", "H", "H", "H", "H", "H", "H", "H", "H"], "coordinates": [[1.4142, 0.1618, 1.9038], [0.7423, -0.2193, 0.6262], [1.4509, 0.1531, -0.6414], [2.8596, 0.5934, -0.6192], [2.4898, -0.6393, -1.3639], [0.4658, -1.6591, 0.7240], [-0.2676, -2.1117, -0.4586], [-1.7215, -1.6186, -0.3275], [-1.6255, -0.1286, -0.4501], [-2.9142, 0.7349, -0.5033], [-0.8565, 0.3877, 0.7342], [-1.1090, 1.8995, 0.7025], [1.5904, 1.2466, 2.0834], [2.4980, -0.2238, 2.0259], [1.0045, -0.3984, 2.8044], [0.7737, 0.7338, -1.4201], [3.6603, 0.5499, 0.1145], [3.1530, 1.5002, -1.2954], [2.3836, -0.5710, -2.3910], [2.7591, -1.5128, -0.9153], [-0.0781, -3.1969, -0.2738], [0.3115, -1.8459, -1.3703], [-2.3118, -2.1949, -1.1232], [-2.0215, -2.1192, 0.6800], [-1.0295, 0.1132, -1.3135], [-3.4561, 0.9094, -1.3947], [-3.7062, 0.3086, 0.0119], [-1.1192, 0.0466, 1.7703], [-1.2044, 2.2938, 1.6276], [-0.3694, 2.3652, 0.1386], [-1.9932, 1.8164, 0.1693]], "e_above_lowest_kcal_mol": 70.92, "homo_lumo_gap_ev": 10.45, "mol_weight_g_mol": 171.3, "charge": 1, "smiles": "C[C@@]1(C2CC2)OCC[C@@H](N)[C@@H]1[NH3+]", "e_tot_ha": -538.736261}

---

{"formula": "C9H19N3", "method": "the ωB97M-V functional and the def2-TZVPD basis", "elements": ["C", "C", "C", "C", "C", "C", "C", "C", "C", "N", "N", "N", "H", "H", "H", "H", "H", "H", "H", "H", "H", "H", "H", "H", "H", "H", "H", "H", "H", "H", "H"], "coordinates": [[4.2803, -0.1220, 0.6695], [-1.7767, -0.6062, 0.2746], [0.3542, -0.6499, 0.1169], [2.2075, 0.9742, -0.1839], [2.4061, 2.3856, -0.6063], [0.2951, -3.0302, -0.5803], [-2.9468, 0.9354, -1.1039], [-3.5945, 0.6047, 1.2184], [1.0389, -1.9194, 0.1817], [3.1982, 0.3060, 0.2392], [0.9034, 0.5256, -0.1892], [-2.4538, 0.6669, 0.2699], [4.5043, -0.1041, 1.7357], [5.0048, -0.5852, 0.0051], [-1.8101, -1.1097, 1.2348], [3.4375, 2.7014, -0.4760], [1.7715, 3.0565, -0.0266], [2.1473, 2.4985, -1.6614], [-0.7023, -3.1703, -0.1845], [0.2229, -2.7785, -1.6339], [0.8517, -3.9559, -0.4823], [-3.4920, 1.8777, -1.1429], [-2.1162, 0.9597, -1.8064], [-3.6129, 0.1274, -1.4042], [-4.1956, -0.2788, 1.0012], [-3.2326, 0.5340, 2.2438], [-4.2227, 1.4862, 1.1115], [1.0788, -2.2282, 1.2342], [2.0638, -1.8380, -0.1950], [0.2631, 1.2777, -0.4312], [-1.8732, 1.4590, 0.5716]], "e_above_lowest_kcal_mol": 87.62, "homo_lumo_gap_ev": [6.45, 6.45], "mol_weight_g_mol": 169.3, "charge": 2, "e_tot_ha": -517.763487}

---

{"formula": "C9H19N3O", "method": "the ωB97M-V functional and the def2-TZVPD basis", "elements": ["C", "C", "C", "C", "C", "C", "C", "C", "C", "N", "N", "N", "O", "H", "H", "H", "H", "H", "H", "H", "H", "H", "H", "H", "H", "H", "H", "H", "H", "H", "H", "H"], "coordinates": [[-0.4298, -0.3313, -1.0435], [0.0976, 2.4711, 0.1771], [-1.8114, -0.3451, -0.7621], [1.2445, 2.2668, -0.1348], [0.5403, -0.8568, -0.3043], [-2.2765, -0.1644, 0.5294], [-2.8385, -0.3124, -1.8993], [3.3150, -0.8481, 1.3031], [2.7295, -1.5352, 0.1428], [-1.5137, -0.1612, 1.6597], [2.5475, 1.9442, -0.4886], [-3.7829, -0.2626, 0.6811], [1.8649, -0.7987, -0.7225], [0.0219, -0.0369, -2.0423], [-0.9837, 2.6455, 0.1528], [0.3434, -1.5711, 0.4767], [-3.5396, 0.5436, -1.7631], [-3.3115, -1.2686, -2.1703], [-2.1950, 0.0330, -2.7141], [3.7626, 0.1181, 1.0610], [2.5368, -0.5948, 1.9980], [4.1410, -1.4027, 1.6240], [2.4485, -2.5374, 0.3439], [3.5638, -1.6046, -0.5422], [-0.5331, 0.2088, 1.4994], [-1.9810, -0.1996, 2.5018], [2.4247, 0.8245, -0.7156], [3.2255, 2.1654, 0.4182], [2.9753, 2.3199, -1.3885], [-4.2372, 0.4727, 1.2433], [-4.1284, -1.2166, 1.0227], [-4.2208, 0.0345, -0.1440]], "e_above_lowest_kcal_mol": 69.55, "homo_lumo_gap_ev": 8.35, "mol_weight_g_mol": 185.3, "charge": 2, "e_tot_ha": -593.034268}

---

{"formula": "C9H19N3O2S", "method": "the ωB97M-V functional and the def2-TZVPD basis", "elements": ["C", "C", "C", "C", "N", "C", "S", "N", "N", "C", "O", "C", "C", "C", "O", "H", "H", "H", "H", "H", "H", "H", "H", "H", "H", "H", "H", "H", "H", "H", "H", "H", "H", "H"], "coordinates": [[3.3695, -2.5442, 2.3767], [2.7061, -1.5885, 1.3899], [3.3515, -0.2067, 1.4578], [1.2008, -1.5089, 1.6847], [0.4723, -0.7617, 0.6861], [0.0700, -1.3378, -0.4556], [0.1163, -2.9585, -0.7785], [-0.4239, -0.5331, -1.4498], [-0.9809, 0.7425, -1.3248], [-0.3672, 1.8224, -0.8000], [0.7578, 1.8176, -0.3333], [-1.2240, 3.0787, -0.8543], [-2.6675, 2.8819, -0.3569], [-2.7101, 2.2514, 1.0307], [-3.4075, 2.0467, -1.2392], [2.9341, -3.5373, 2.2986], [4.4347, -2.6195, 2.1721], [3.2395, -2.1879, 3.3968], [2.8247, -1.9894, 0.3778], [2.9046, 0.4772, 0.7399], [4.4140, -0.2786, 1.2372], [3.2376, 0.2150, 2.4551], [1.0327, -1.0251, 2.6507], [0.7811, -2.5174, 1.7109], [0.7042, 0.2281, 0.6277], [-0.7457, -1.0427, -2.2628], [-1.9866, 0.8141, -1.4913], [-1.2387, 3.4317, -1.8897], [-0.7282, 3.8366, -0.2477], [-3.1485, 3.8700, -0.3109], [-3.7420, 2.1603, 1.3583], [-2.1656, 2.8721, 1.7357], [-2.2666, 1.2596, 1.0162], [-3.6071, 2.5294, -2.0485]], "e_above_lowest_kcal_mol": 0.00, "homo_lumo_gap_ev": 8.29, "mol_weight_g_mol": 233.3, "smiles": "CC(C)CNC(=S)NNC(=O)C[C@H](C)O", "e_tot_ha": -1067.279594}